Entry from the OMol25 dataset: 17 unconnected molecules or ions with the total composition C3H39NO17 at a distorted geometry (ωB97M-V/def2-TZVPD).

Structure (XYZ):
```
60
Properties=species:S:1:pos:R:3:forces:R:3:mulliken_charge:R:1
C 0.85801 0.56964 -0.32112 0.4 -0.4 -1.1 0.615
C 1.48904 -0.23251 -1.52840 -1.4 -1.1 0.1 -0.087
C 0.90126 0.21330 -2.83662 -0.8 0.2 -0.5 -0.166
O 0.14667 -0.44571 -3.51778 0.5 -0.4 0.4 -0.533
N 1.82845 1.19070 0.54525 -1.0 1.8 1.3 -0.431
H 0.26466 -0.21239 0.18510 -0.3 0.8 0.0 -0.235
H 0.20176 1.40532 -0.73263 0.5 -1.2 0.6 0.171
H 1.11538 -1.27011 -1.44576 0.2 0.4 -0.1 0.055
H 2.55837 -0.39767 -1.53530 0.5 0.9 0.1 0.546
H 1.01603 1.24994 -3.17130 0.6 0.5 0.2 0.303
H 2.62488 0.69030 0.88577 0.2 -0.8 -0.4 0.169
H 1.34487 1.57056 1.42120 1.0 -0.2 -1.7 0.195
H -0.93290 0.86133 1.74469 -0.3 0.0 -0.6 0.148
H -1.68187 1.99327 0.85990 0.2 -0.2 -0.2 0.227
O -1.29072 1.75537 1.70365 -0.2 0.3 0.7 -0.587
H 0.91112 -1.02894 3.85286 0.0 0.1 0.0 0.255
H 1.26018 -0.93947 2.39365 0.1 -0.2 -0.1 0.394
O 0.62278 -0.59938 3.04131 -0.7 0.4 0.3 -0.490
H 1.41450 3.72913 -2.61929 0.1 0.4 0.1 0.277
H 0.17066 4.05067 -3.48548 0.1 0.0 0.0 0.289
O 0.55304 4.17186 -2.61195 -0.3 -0.1 -0.2 -0.542
H -2.82032 2.29758 -2.73636 0.6 -0.2 -0.9 0.314
H -3.58819 1.45867 -1.93136 -0.5 -0.7 -0.2 0.275
O -3.14835 1.38450 -2.79294 -0.3 1.3 0.8 -0.660
H 0.29239 -3.47953 -0.16977 -0.7 1.4 0.3 0.417
H -0.10318 -1.93790 -0.22472 -0.3 -0.4 -0.1 -0.047
O 0.36039 -2.60103 0.29260 1.1 -0.8 0.5 -0.586
H -2.81076 0.48864 -0.17807 -0.4 0.0 -0.5 0.251
H -2.74077 -0.21892 -1.65689 0.1 0.7 0.5 0.338
O -2.51643 -0.25182 -0.71503 0.7 -1.3 0.3 -0.547
H -1.45965 4.76241 -0.71261 -0.3 -0.3 -0.2 0.271
H -0.44239 4.10609 0.11736 0.0 -0.4 0.1 0.272
O -1.34706 3.95756 -0.18996 0.2 0.5 0.1 -0.595
H 3.45727 3.77915 -0.86030 -0.1 0.0 0.1 0.267
H 2.44574 2.65474 -1.12989 0.2 0.0 0.6 0.381
O 2.90558 3.39865 -1.54896 0.1 -0.4 -0.3 -0.745
H -0.02716 2.64630 2.60642 0.8 -0.3 0.3 0.429
H 1.03817 1.75221 3.32266 -0.3 0.1 0.1 0.329
O 0.92304 2.60490 2.88336 -0.4 0.4 0.1 -0.754
H 5.23861 -1.09783 -0.78275 -0.1 0.0 0.4 0.299
H 5.14189 0.39228 -0.87523 -0.3 0.0 0.4 0.306
O 4.84596 -0.34382 -0.31492 0.3 -0.1 -0.7 -0.600
H -3.37235 -4.06190 1.11825 0.2 0.7 -0.2 0.312
H -3.80349 -4.20410 -0.28827 0.0 0.3 -0.3 0.310
O -3.42281 -3.53310 0.29692 -0.6 -0.8 0.8 -0.646
H -4.33074 -0.73504 0.68749 0.0 0.0 0.0 0.353
H -4.39724 -0.14968 2.08832 -0.1 0.3 -0.8 0.302
O -4.71671 0.00898 1.17004 0.4 -0.3 0.8 -0.662
H -1.78721 -3.57425 -0.44443 0.1 -0.4 -0.6 0.409
H -1.17730 -4.16517 -1.81037 -0.3 0.3 0.1 0.316
O -1.18801 -4.23805 -0.85197 0.2 -0.6 -0.2 -0.721
H 2.20023 -4.20843 0.69463 -0.1 0.3 -0.7 0.281
H 2.83071 -3.51170 -0.59021 -0.6 0.2 0.2 0.318
O 2.91826 -4.22129 0.04785 0.6 -0.6 0.5 -0.619
H 2.79082 -2.64267 1.84134 -0.1 0.0 0.5 0.314
H 3.11599 -1.36477 1.24104 0.2 0.5 0.3 0.226
O 2.82119 -1.70936 2.10008 0.5 -0.4 -1.0 -0.695
H -2.78687 -1.25819 4.13918 -0.3 0.1 -0.1 0.267
H -1.74439 -0.56453 3.33764 -0.1 0.2 -0.3 0.282
O -2.70928 -0.63286 3.40617 0.4 -0.4 0.5 -0.535
```
Forces are in eV/Å.

Output
Net charge   0
ΔE to the lowest compared entry with this formula, charge and spin   82.0 kcal per mole
Max |F|   0.04733 hartree/bohr
E_HOMO   -9.25 eV
Frontier orbital gap   9.3 eV
2S+1   1


Entry from the OMol25 dataset: a molecular structure, C3H3AgFO2 at a distorted geometry (ωB97M-V/def2-TZVPD).

Structure (XYZ):
```
10
Properties=species:S:1:pos:R:3:forces:R:3:mulliken_charge:R:1
H 0.63147 -1.40625 1.87978 -0.8 -0.9 -0.2 0.279
F -0.30044 2.43136 -2.15249 1.7 -0.9 0.1 -0.653
O -0.59293 0.76658 0.03919 -1.0 -0.8 -1.5 -0.176
O 0.96499 -0.82231 -0.04866 0.7 0.5 0.8 -0.240
C -0.87822 -0.06828 1.07480 3.5 -0.9 -0.1 0.107
C 0.07538 -1.08507 0.99738 -0.1 2.0 2.7 -0.542
C 0.11040 -0.07782 -0.84418 -1.5 -2.1 0.6 -0.067
H -1.42551 0.34304 1.91790 -0.2 -0.5 -0.4 0.365
H -0.57878 -1.26414 -0.89083 -0.1 3.2 -2.0 0.405
Ag 1.99363 1.18289 -1.97291 -2.2 0.5 0.1 0.522
```
Forces are in eV/Å.

Output
Net charge   0
ΔE to the lowest compared entry with this formula, charge and spin   104.1 kcal per mole
Max |F|   0.07315 hartree/bohr
E_HOMO (spin up / spin down)   -9.23 / -8.75 eV
<S²>   0.776
Frontier orbital gap (spin up / spin down)   7.5 / 6.4 eV
2S+1   2


Entry from the OMol25 dataset: a molecular structure, C3H3AgLiO5 at a distorted geometry (ωB97M-V/def2-TZVPD).

Structure (XYZ):
```
13
Properties=species:S:1:pos:R:3:forces:R:3:mulliken_charge:R:1
O -1.31754 -1.21419 1.13750 -0.5 1.9 -0.8 -0.295
C -1.05647 -1.34849 -0.18638 0.5 -2.1 -0.6 0.126
O 0.46106 -1.12049 -0.47410 -0.5 -2.2 -0.2 -0.390
C 0.50139 0.11822 -0.88132 -3.5 0.7 4.9 0.755
C -1.66596 -0.39767 -1.21926 0.4 -0.1 0.5 -0.302
O -0.55791 0.42251 -1.61045 -0.7 1.2 -2.2 -0.406
O 0.88122 0.96060 -0.06336 2.9 1.7 -1.3 -0.447
Ag 1.75312 3.41324 0.54189 -0.3 -1.0 -0.3 0.896
H -1.37488 -2.36083 -0.47611 1.2 -0.1 0.0 0.331
H -2.03439 -0.93865 -2.09624 0.1 0.0 0.3 0.293
H -2.47005 0.19076 -0.76770 0.3 0.3 -0.2 0.255
Li -2.69026 -2.43673 2.20068 0.8 0.1 0.0 0.911
O -0.89214 -2.35774 1.91254 -0.6 -0.6 -0.1 -0.728
```
Forces are in eV/Å.

Output
Net charge   +1
ΔE to the lowest compared entry with this formula, charge and spin   0.0 kcal per mole
Max |F|   0.11824 hartree/bohr
E_HOMO   -11.68 eV
Frontier orbital gap   5.7 eV
2S+1   1


Entry from the OMol25 dataset: a molecular structure, C3H3BiLiO3 at a distorted geometry (ωB97M-V/def2-TZVPD).

Structure (XYZ):
```
11
Properties=species:S:1:pos:R:3:forces:R:3:mulliken_charge:R:1
C -0.05267 -0.63132 -0.04166 0.5 0.1 -2.3 -0.592
C 0.87413 -0.74715 1.10368 0.8 0.1 2.0 -0.227
O 1.17907 0.17693 0.08438 1.1 0.3 -1.0 -0.273
C -1.15037 0.82638 -1.11612 -2.9 -0.2 4.2 1.078
O -0.58042 1.75688 -1.62244 2.4 -0.9 -0.2 -0.505
O -2.21139 0.57243 -0.59606 -0.2 0.2 -1.8 -0.554
Li -2.53628 -0.79040 0.73271 -0.2 0.3 -0.3 0.961
H 0.13759 -1.34293 -0.85456 0.1 -0.3 0.6 0.297
H 1.69503 -1.46850 1.14409 -0.7 -0.5 0.0 0.260
H 0.76919 -0.17568 2.03132 -0.6 -0.6 0.0 0.268
Bi 1.87612 1.82335 -0.86536 -0.2 1.6 -1.3 1.288
```
Forces are in eV/Å.

Output
Net charge   +2
ΔE to the lowest compared entry with this formula, charge and spin   54.4 kcal per mole
Max |F|   0.09928 hartree/bohr
E_HOMO (spin up / spin down)   -17.44 / -17.59 eV
<S²>   0.753
Frontier orbital gap (spin up / spin down)   6.8 / 7.1 eV
2S+1   2


Entry from the OMol25 dataset: a single C3H3Br molecule at a distorted geometry (ωB97M-V/def2-TZVPD).

Structure (XYZ):
```
7
Properties=species:S:1:pos:R:3:forces:R:3:mulliken_charge:R:1
Br 3.75054 0.03636 -0.00898 -3.5 -0.6 0.0 -0.188
C 1.51060 -0.26543 0.00869 1.3 0.8 0.7 -0.138
C 0.44432 -0.99406 -0.00928 1.6 0.1 0.1 -0.063
C 0.24378 0.56967 0.01955 2.1 -2.6 -2.6 -0.446
H -0.01975 -1.96342 -0.07045 -0.1 0.2 0.0 0.350
H 0.06422 0.90056 -0.98113 -0.8 1.0 -0.1 0.201
H -0.21810 0.98761 0.83579 -0.7 1.1 1.8 0.283
```
Forces are in eV/Å.

Output
Net charge   0
ΔE to the lowest compared entry with this formula, charge and spin   46.9 kcal per mole
Max |F|   0.08311 hartree/bohr
E_HOMO   -9.94 eV
Frontier orbital gap   9.2 eV
SMILES string   BrC1=CC1
2S+1   1


Entry from the OMol25 dataset: a single C3H3Br molecule at a distorted geometry (ωB97M-V/def2-TZVPD).

Structure (XYZ):
```
7
Properties=species:S:1:pos:R:3:forces:R:3:mulliken_charge:R:1
C 0.59896 -0.06051 0.24907 8.9 -1.9 2.5 0.217
C 2.04189 -0.47982 0.82036 -7.1 2.6 -4.1 -0.295
C -0.50513 0.31454 -0.64775 -0.8 -1.0 -0.5 -0.636
Br 0.42309 -0.81278 2.09423 -1.1 -0.3 1.0 -0.043
H -1.31248 0.14942 0.05670 -0.9 0.4 -0.4 0.257
H -0.66940 -0.44108 -1.47316 0.4 0.7 0.8 0.235
H -0.57693 1.33022 -1.09945 0.5 -0.6 0.7 0.265
```
Forces are in eV/Å.

Output
Net charge   0
ΔE to the lowest compared entry with this formula, charge and spin   96.8 kcal per mole
Max |F|   0.18419 hartree/bohr
E_HOMO (spin up / spin down)   -8.41 / -8.41 eV
Frontier orbital gap (spin up / spin down)   8.9 / 8.9 eV
2S+1   1


| no. | molecular weight (g/mol) |
| --- | --- |
| 1 | 361.3 |
| 2 | 197.9 |
| 3 | 233.9 |
| 4 | 303.0 |
| 5 | 119.0 |
| 6 | 119.0 |